1.
Density functional theory data (ωB97M-V with the def2-TZVPD basis set) for the molecule C2H4ClOP in a non-equilibrium geometry.

Computed properties:
HOMO level in eV: -9.4

Element x y z (Å)
C: 1.1557 0.0601 0.3148
C: -0.1392 0.0926 -0.3421
O: -2.6447 -0.9956 -0.5740
P: -1.7380 -0.7116 0.5190
Cl: -1.1038 1.7098 0.0368
H: 0.9019 0.3986 1.3619
H: 1.5233 -1.0465 0.4319
H: 1.9526 0.5589 -0.2936
H: 0.0920 -0.0663 -1.4546

2.
Density functional theory data (ωB97M-V with the def2-TZVPD basis set) for the molecule C3H3NOS2 in a non-equilibrium geometry.

Computed properties:
SMILES: O=CN(C=S)C=S
HOMO level in eV: -9.4

Element x y z (Å)
C: 1.2397 -0.7319 -0.1626
C: -1.1657 -0.6841 -0.1558
C: -0.0189 1.3298 0.2973
H: 1.0518 -1.8006 -0.4373
H: -1.0467 -1.7522 -0.4311
H: -0.5712 1.5384 1.2736
N: 0.0269 -0.0118 -0.0630
O: 0.3929 2.2748 -0.4103
S: 2.7793 -0.1316 0.0673
S: -2.6881 -0.0308 0.0218

3.
Density functional theory data (ωB97M-V with the def2-TZVPD basis set) for a structure of composition C24H43Cl2F3GdN3O4Si in a non-equilibrium geometry.

Computed properties:
Multiplicity: 8
HOMO level (spin up / spin down) in eV: -3.6 / -7.6

Element x y z (Å)
C: -1.7971 -0.0008 -4.8384
C: -1.2642 -0.7499 -3.6603
H: -1.8694 -0.6688 -5.7139
H: -1.1509 0.8354 -5.1638
H: -2.8079 0.3732 -4.6082
C: -0.5230 -1.8618 -3.9124
C: 0.1465 -2.1824 -5.2078
H: -0.5146 -2.6832 -3.2002
H: 0.7552 -1.3272 -5.5719
H: -0.6091 -2.4064 -5.9911
H: 0.8111 -3.0646 -5.0919
Gd: 2.3107 0.8210 2.1864
Cl: 4.1976 2.4597 2.4881
C: -0.0219 -1.5968 2.8649
O: 0.9847 -0.8343 2.8746
N: 0.0968 -2.8180 3.3671
C: 1.4524 -3.3748 3.5334
C: -1.0403 -3.5943 3.8399
H: -0.9896 -1.3207 2.4001
H: 2.2045 -2.5660 3.4842
H: 1.6350 -4.1134 2.7330
H: 1.5116 -3.8945 4.4981
H: -1.9523 -2.9898 3.7661
H: -0.8643 -3.8804 4.8865
H: -1.1282 -4.5096 3.2412
H: 1.5251 4.3865 6.0073
H: -0.8685 4.4661 6.3509
C: 1.4908 3.8263 5.0699
C: -0.8696 4.6418 5.2687
N: 0.1197 3.8003 4.5926
H: 1.8717 2.8058 5.2228
C: -0.1586 3.0330 3.5438
O: 0.7189 2.3495 2.9544
H: -1.8637 4.4215 4.8786
H: -1.2280 3.0526 3.2572
H: 2.1164 4.3598 4.3506
H: -0.6620 5.7130 5.1439
H: 1.7056 0.1541 -2.4600
H: 2.5177 -2.8097 -2.9942
C: 2.7970 -0.0095 -2.3990
C: 3.4381 -2.4199 -2.5312
N: 3.1616 -1.2411 -1.7083
H: 3.2674 0.8711 -1.9415
C: 3.3704 -1.2996 -0.3857
O: 3.3258 -0.2872 0.3773
H: 3.9230 -3.1976 -1.9241
H: 3.5739 -2.3169 -0.0165
H: 3.1450 -0.1252 -3.4293
H: 4.1033 -2.1214 -3.3495
O: -1.0854 0.9594 -1.7418
C: -1.6483 -0.3200 -2.2519
C: -0.0391 -1.8872 -1.0362
C: -1.3488 -1.4267 -1.2465
H: 0.7549 -1.3296 -1.5054
C: 0.2197 -3.0460 -0.3028
H: -2.7351 -0.1414 -2.2716
C: -2.3831 -2.1040 -0.6089
H: 1.2514 -3.4267 -0.2380
C: -0.8153 -3.6819 0.3412
C: -2.1195 -3.2043 0.2097
H: -3.4059 -1.7930 -0.8319
H: -0.6317 -4.5915 0.9274
H: -2.9549 -3.6920 0.7338
Si: -0.9931 2.5635 -1.7939
Cl: 0.7703 0.6724 0.4360
C: 0.6463 3.5154 -1.5060
C: -1.9212 3.3702 -0.3774
C: -1.2563 2.7540 -3.5865
H: 1.1869 3.2401 -0.5905
H: 0.3613 4.5696 -1.4080
H: 1.3062 3.4289 -2.3770
H: -0.4379 2.1683 -4.0407
H: -1.2967 3.7973 -3.9455
H: -2.1574 2.1697 -3.8276
H: -1.7041 2.9016 0.5840
H: -2.9988 3.3701 -0.5340
H: -1.6004 4.4184 -0.3022
F: -3.8849 -0.9054 1.8341
C: -2.9943 -0.0077 1.3247
F: -3.6659 0.8312 0.4842
F: -2.5134 0.7228 2.3671

4.
Density functional theory data (ωB97M-V with the def2-TZVPD basis set) for a structure of composition C2H8N4 in a non-equilibrium geometry.

Computed properties:
HOMO level in eV: -7.7

Element x y z (Å)
C: -0.6614 -1.5001 -0.1578
N: -0.3111 -0.1352 0.2001
N: -1.2821 0.8462 -0.0362
N: 1.4917 0.8600 -1.1640
C: 0.8553 0.1060 1.0417
N: 1.9194 0.5876 0.5818
H: -1.0317 1.7171 0.4286
H: -2.2011 0.5479 0.2933
H: 0.5797 1.3016 -1.3127
H: 2.1378 1.6463 -1.1178
H: 0.7536 -0.4169 2.0037
H: -1.5882 -1.8018 0.3451
H: 0.1319 -2.1879 0.1331
H: -0.7938 -1.5709 -1.2389

5.
Density functional theory data (ωB97M-V with the def2-TZVPD basis set) for the molecule C2H5N3O2S in a non-equilibrium geometry.

Computed properties:
SMILES: [H]/N=C(\NO)O/C=N\S
HOMO level in eV: -8.7

Element x y z (Å)
C: -0.9394 0.0996 0.0129
C: 1.3146 0.7796 -0.1627
H: -3.1595 -0.8272 0.9722
H: -1.2614 -2.0486 -0.2194
H: -2.1155 1.8735 -0.0516
H: 0.7152 1.7568 -0.4414
H: 4.7941 -0.3014 -0.1506
N: -1.6698 -1.0043 -0.1820
N: -1.1564 1.3928 0.1998
N: 2.6070 0.6156 -0.0508
O: -3.0740 -1.1226 -0.0236
O: 0.4477 -0.2940 0.0071
S: 3.4973 -0.9197 0.0899

6.
Density functional theory data (ωB97M-V with the def2-TZVPD basis set) for a cluster of 2 separate species, C4H14N2O in total in a non-equilibrium geometry.

Computed properties:
Charge: -1
Multiplicity: 2
HOMO level (spin up / spin down) in eV: 1.0 / -5.4

Element x y z (Å)
C: 1.1714 0.2573 -1.0569
N: 1.3526 1.3406 -0.1143
C: -0.2338 -0.3779 -1.0772
C: -0.8359 -0.5819 0.3108
C: -0.3164 -1.8517 1.0169
N: -0.5663 -3.1280 0.3659
H: 1.9270 -0.5114 -0.8940
H: 1.3763 0.7115 -2.0269
H: 0.6177 2.0449 -0.2329
H: 1.3371 1.1074 0.8711
H: -0.2448 -1.3692 -1.5357
H: -0.8966 0.2514 -1.6676
H: -1.9122 -0.7415 0.2037
H: -0.7469 0.2438 1.0140
H: 0.7692 -1.7686 1.1413
H: -0.7367 -1.8879 2.0244
H: -0.1052 -3.2199 -0.5236
H: -1.5450 -3.3684 0.3281
H: -1.2908 3.7676 0.2440
H: 0.1076 4.3677 0.5570
O: -0.3636 3.5176 0.4597

It is found that the relative energy (zero: lowest compared OMol25 entry of this formula, charge and spin) values, taken in the order of the records, are 134.54, 181.11, 684.36, 462.16, 456.38, 7.33 kJ/mol.